{
  "formula": "C5H10NO",
  "method": "ωB97M-V/def2-TZVPD",
  "de_lowest_kj_mol": 183.0,
  "charge": 1,
  "largest_force_ev_per_a": 3.896,
  "homo_lumo_gap_ev": 11.1,
  "smiles": "C[N+]1=CCC[C@@H]1O",
  "elements": ["H", "C", "C", "N", "C", "H", "C", "H", "H", "H", "O", "H", "C", "H", "H", "H", "H"],
  "coordinates": [[-1.102137, -2.139136, 0.306469], [1.643932, -1.217525, 0.097059], [0.391941, 0.795040, -0.058261], [0.349314, -0.700166, 0.002197], [-0.873567, -1.129088, 0.180184], [-1.895265, 0.042288, 1.278512], [-1.013758, 1.183790, -0.361676], [1.720245, -2.235707, 0.597465], [1.959933, 1.910242, -0.671482], [-2.855441, -0.342968, -0.171752], [1.292920, 1.250580, -1.048586], [-1.316229, 1.114684, -1.423028], [-1.800638, -0.073822, 0.197724], [2.111036, -0.559128, 0.861355], [2.008150, -1.301904, -0.902288], [0.661550, 1.165082, 1.077612], [-1.281980, 2.237733, 0.038501]],
  "forces_ev_per_angstrom": [[-0.115, -1.600, 0.272], [1.186, -2.806, 2.428], [0.708, 1.853, 1.326], [-2.720, 1.090, 0.415], [3.528, 0.437, -1.254], [-0.549, 0.234, 0.547], [-2.506, 0.203, 0.005], [-0.587, 1.014, -0.843], [-1.357, -1.454, -0.658], [1.714, 0.629, 0.323], [0.786, 0.663, 1.645], [0.986, 0.564, 0.162], [-2.715, 2.043, 0.415], [0.626, -0.275, -1.200], [1.102, 0.406, -0.333], [-0.309, -0.918, -2.720], [0.220, -2.082, -0.531]],
  "lowdin_charge": [0.154, -0.002, -0.361, -0.060, 0.039, 0.149, -0.069, 0.139, 0.163, 0.174, 0.014, 0.139, -0.112, 0.127, 0.112, 0.225, 0.168]
}